This record from the Open Molecules 2025 dataset describes C34H51N6OPY as an isolated structure at a distorted geometry. The level of theory is the ωB97M-V functional and the def2-TZVPD basis.

Structure (XYZ):
```
94
Properties=species:S:1:pos:R:3:forces:R:3:mulliken_charge:R:1
Y -0.013717 0.625389 0.674858 1.03 -0.58 -0.25 -4.0357
N 0.639557 2.600067 -0.265618 0.24 1.07 0.35 -0.4220
N 2.637850 0.971330 -1.683007 -0.18 -2.73 0.95 0.4590
C -1.016748 -1.678418 -0.159111 -0.62 0.71 -0.01 0.6004
C -0.986051 -0.849206 -1.321079 -0.61 0.11 0.71 1.3871
C -1.839325 0.270989 -1.093592 -0.32 -0.96 0.47 -0.3595
C -2.113468 1.367222 -2.060905 -0.15 0.47 -0.28 -1.8572
H -1.804581 1.081015 -3.074039 -0.08 0.12 0.18 0.3570
H -1.570424 2.287484 -1.797777 -0.12 -0.17 -0.18 0.1418
H -3.183992 1.612926 -2.082640 0.15 -0.03 -0.09 0.5089
C -2.481468 0.079325 0.171620 0.63 -1.04 -0.40 1.5257
C -3.718931 0.755050 0.629359 -0.31 0.40 0.29 -1.7138
H -4.609264 0.144799 0.397295 0.24 0.13 0.07 0.3901
H -3.853813 1.719655 0.127188 -0.02 -0.04 0.15 0.4012
H -3.712597 0.923382 1.713547 -0.08 0.02 -0.11 0.1096
C -1.930670 -1.099795 0.772295 -0.28 0.37 -1.23 1.0569
C -2.374158 -1.698046 2.057541 -0.13 -0.17 0.47 -0.3203
H -2.453648 -0.942757 2.853880 0.01 -0.21 -0.22 -0.6230
H -1.667337 -2.462054 2.403802 -0.12 0.17 -0.02 0.4004
H -3.360051 -2.178100 1.950424 0.11 0.07 0.06 0.3315
C -0.364037 -1.183043 -2.627108 0.55 0.16 -0.44 -1.5615
H -1.030365 -0.914284 -3.461764 0.17 -0.13 0.22 0.4502
H -0.136533 -2.253542 -2.706014 -0.09 0.23 0.03 0.3410
H 0.573732 -0.632436 -2.767447 0.01 -0.09 -0.18 0.1169
C -0.337884 -2.987998 0.007501 0.54 -0.46 0.30 -2.0554
H 0.592737 -2.887635 0.585111 -0.38 -0.24 -0.16 -0.1353
H -0.056383 -3.419731 -0.960388 -0.09 0.01 0.15 0.4296
H -0.977381 -3.706529 0.539733 0.09 0.10 -0.16 0.4595
C 0.251892 3.503378 0.688768 0.65 1.36 -0.41 1.5743
H -0.471108 3.161081 1.441140 0.44 0.23 -0.52 -0.6840
C 0.725781 4.810456 0.749862 -1.10 -1.10 1.17 -0.3612
H 0.370870 5.458811 1.553524 0.14 -0.20 -0.20 0.1912
C 1.646626 5.260892 -0.202275 0.42 -0.20 -1.61 -0.3990
H 2.084647 6.257566 -0.124256 -0.13 -0.25 -0.10 0.4084
C 1.983226 4.409313 -1.236426 -0.48 1.17 0.68 -1.2321
H 2.686544 4.696944 -2.017394 -0.11 -0.02 0.28 0.3545
C 1.528609 3.059960 -1.231884 0.66 -0.97 -0.90 1.1354
C 2.161458 2.172721 -2.125304 -0.99 1.85 0.42 -1.0037
H 2.666845 2.511051 -3.023601 0.06 0.38 0.40 0.3186
C 2.152776 0.158850 -0.631537 0.40 0.24 -1.60 -0.2773
C 3.785837 0.427679 -2.274795 -0.80 0.99 0.56 -0.5122
H 4.270903 0.889996 -3.111835 0.14 0.23 0.06 0.4673
C 4.089510 -0.655536 -1.575469 -0.40 -1.21 0.29 -1.2161
H 4.920888 -1.321540 -1.680551 0.07 -0.17 0.05 0.8173
N 3.044692 -0.908045 -0.684676 0.71 0.33 0.10 1.6004
C 2.934230 -2.218791 -0.126543 0.38 -0.59 0.18 -1.5640
C 3.016873 -3.309994 -1.031076 -0.03 0.16 0.64 1.2699
C 3.116278 -4.606590 -0.525235 -0.08 0.25 0.07 -1.2781
H 3.217159 -5.438927 -1.223575 -0.12 0.17 0.11 0.1657
C 3.096690 -4.868214 0.841810 0.02 0.45 -0.03 1.2605
C 3.208815 -6.276761 1.341301 -0.02 -0.18 0.09 -1.5838
H 2.331564 -6.559273 1.934980 0.16 0.01 -0.07 0.3452
H 4.097900 -6.401899 1.971713 -0.14 -0.03 -0.07 0.3558
H 3.285680 -6.962676 0.492251 0.00 -0.02 0.18 0.3383
C 3.027420 -3.785342 1.718522 -0.13 0.10 -0.32 -1.8582
H 3.051466 -3.978041 2.792422 -0.03 0.15 -0.24 0.0761
C 2.966821 -2.457923 1.265608 0.35 -0.13 -0.15 2.3874
C 2.999140 -1.349923 2.275152 0.43 -0.36 0.34 -1.0859
H 3.744432 -0.578200 2.036448 -0.39 -0.09 -0.06 0.1588
H 3.261840 -1.786945 3.251124 -0.05 0.20 -0.12 0.8281
H 2.010762 -0.863572 2.406672 0.23 0.03 -0.22 -0.6663
C 2.997253 -3.146128 -2.521656 -0.01 -0.32 -0.63 -1.6330
H 3.923553 -2.697354 -2.909674 -0.47 -0.09 0.03 0.3807
H 2.133024 -2.565443 -2.883184 0.42 0.01 0.22 0.1159
H 2.923646 -4.146732 -2.971141 -0.04 0.24 0.05 0.4070
C -2.344270 0.242374 5.403447 0.04 -0.09 -0.10 -1.5555
N -1.122961 1.038138 5.180770 -0.39 0.02 0.24 1.0433
C 0.097002 0.286938 5.487751 0.17 -0.11 0.15 -1.4490
P -1.076485 2.108287 3.932091 0.62 -1.15 -1.28 -0.5443
O -0.764261 1.387606 2.612201 -0.89 0.98 1.62 2.8159
N -2.586941 2.756108 3.968481 -0.17 0.72 0.22 1.2571
C -3.096234 3.469661 2.793533 0.04 -0.05 0.01 -0.8303
C -3.193488 3.242449 5.223092 -0.09 -0.06 -0.23 -1.6652
N 0.060406 3.279663 4.135448 0.26 0.05 0.02 1.5681
C 1.485869 3.017513 3.883355 0.18 0.01 0.01 -1.4731
C -0.228271 4.612772 4.668709 -0.19 -0.13 0.09 -1.3797
H -2.096547 -0.826731 5.322335 -0.18 0.32 -0.04 0.5122
H -3.124031 0.483304 4.666987 0.26 -0.12 0.26 0.3575
H -2.737143 0.439602 6.412972 0.06 -0.10 -0.18 0.2695
H 0.402453 -0.367684 4.654129 -0.06 0.18 0.10 -0.0576
H 0.927620 0.951812 5.742820 -0.13 -0.08 -0.05 0.1091
H -0.124684 -0.349969 6.350938 0.20 0.16 -0.03 0.6557
H -4.191185 3.361920 2.776209 0.26 0.07 -0.08 0.4742
H -2.837193 4.540837 2.843165 -0.12 -0.22 -0.08 0.2803
H -2.691652 3.039484 1.868700 -0.09 0.11 0.31 -0.1995
H -4.238103 2.901129 5.271696 0.21 0.05 -0.02 0.3333
H -2.673340 2.876352 6.115349 0.01 0.01 -0.33 0.4503
H -3.199773 4.342954 5.245294 0.05 -0.22 0.01 0.3345
H 2.012327 2.742465 4.815384 -0.12 0.09 -0.33 0.5280
H 1.622297 2.211129 3.144898 -0.04 0.13 0.26 -0.3321
H 1.944907 3.929367 3.470105 -0.13 -0.33 0.03 0.5286
H -0.785995 5.219676 3.939788 0.04 -0.06 0.17 0.2165
H 0.725844 5.118524 4.857654 -0.31 -0.15 0.02 0.4059
H -0.792250 4.574464 5.609750 0.14 0.05 -0.13 0.3614
```
Positions in Å, forces in eV/Å.

The highest occupied orbital energy (alpha / beta) is 0.291 / 0.388 eV. The gap between HOMO and LUMO (alpha / beta) comes out at 2.0979 / 2.0537 eV. Its electronic energy is -2109.60678 Ha. The LUMO energy (alpha / beta) comes out at 2.389 / 2.442 eV. Its net charge is -1.